# 1
DFT (ωB97M-V/def2-TZVPD) results for C28H56O15RbS7 as an isolated structure at a distorted geometry.

XYZ file:
```
107
Properties=species:S:1:pos:R:3:forces:R:3
Rb 7.834471 -4.872285 20.904240 -0.20 0.48 -0.29
C 6.848009 -1.887231 17.117297 0.14 0.49 0.50
C 6.915602 -2.503285 18.350534 -0.26 -0.72 -0.44
C 5.544177 -2.774719 19.084646 0.36 -0.60 -0.78
O 5.490304 -3.589242 20.065400 0.61 0.29 0.49
C 4.405892 -2.239778 18.510366 0.08 0.03 0.36
C 4.350703 -1.555468 17.262188 -0.05 0.25 0.87
C 5.668254 -1.334619 16.525590 0.61 -0.57 -0.25
O 5.665675 -0.771417 15.443715 -0.07 0.44 -0.36
O 3.304697 -1.125872 16.797723 -0.54 0.13 -0.44
O 8.010351 -3.000993 18.793492 -0.36 -0.03 0.83
H 7.783344 -1.740055 16.586807 -0.02 -0.02 -0.12
H 3.466583 -2.408061 19.027292 -0.12 -0.11 -0.17
C 1.006600 3.831966 17.149401 -0.01 0.26 -0.02
S 0.258039 3.080873 15.699676 0.18 0.03 0.14
O 1.303508 3.070406 14.646620 -0.04 -0.01 -0.11
C 0.128113 1.444012 16.400972 -0.36 -0.58 -0.16
H 1.222433 4.866943 16.885451 -0.10 0.02 0.04
H 1.942390 3.336068 17.401036 -0.07 -0.19 -0.03
H 0.290679 3.780304 17.969390 0.10 0.02 0.08
H -0.282901 0.789093 15.630385 0.11 0.10 -0.10
H -0.597752 1.464197 17.215152 0.16 0.11 0.11
H 1.080223 1.034401 16.734878 0.09 0.18 -0.01
C 10.585459 -6.522785 15.310730 -0.18 0.56 0.46
S 8.776742 -6.541686 15.314227 0.04 -0.67 0.53
O 8.338558 -5.929776 14.051978 0.00 0.20 -0.50
C 8.439563 -5.390534 16.633922 -0.68 0.44 0.52
H 10.900544 -5.578927 14.871243 0.04 -0.16 -0.32
H 10.902194 -7.395451 14.750853 0.21 0.08 -0.11
H 10.963826 -6.531795 16.334492 -0.04 -0.32 0.00
H 8.914959 -5.622331 17.589466 0.30 -0.22 -0.23
H 7.362548 -5.477963 16.795448 0.00 0.03 -0.11
H 8.592438 -4.340710 16.390094 0.23 -0.09 -0.24
C 5.060919 -5.689707 24.130303 0.00 -0.81 0.30
S 5.938983 -4.158478 24.427387 -0.11 0.26 -0.19
O 7.270460 -4.320417 23.772508 0.32 -0.21 -0.13
C 4.974494 -3.134419 23.330541 -0.24 0.34 -0.11
H 5.427796 -6.169743 23.222148 -0.04 0.34 -0.19
H 3.978875 -5.575955 24.091148 0.02 0.19 0.02
H 5.309702 -6.373605 24.945157 -0.05 0.12 0.04
H 4.909125 -3.555270 22.322834 0.01 -0.05 0.02
H 5.454939 -2.159442 23.245794 0.16 -0.07 0.14
H 3.995815 -2.981758 23.792775 -0.04 -0.12 -0.12
C 0.144926 -4.757629 20.372763 0.22 0.63 0.21
S 1.164102 -5.857918 21.364423 0.14 0.19 0.14
O 1.306311 -7.119591 20.600411 -0.03 -0.35 -0.14
C 2.670507 -4.910031 21.089785 -0.23 -0.06 0.07
H 0.186119 -3.748073 20.794050 0.04 -0.09 0.08
H -0.891883 -5.077820 20.392852 0.04 -0.27 -0.19
H 0.585475 -4.704981 19.377256 -0.25 -0.21 -0.12
H 2.526977 -3.960096 21.603572 0.10 0.11 -0.25
H 2.798428 -4.812279 20.013491 0.14 0.28 0.03
H 3.548580 -5.398069 21.503811 -0.15 -0.25 0.04
C 11.451839 -0.351019 18.232226 0.34 -0.13 -0.29
S 12.102435 -1.487521 19.461635 -0.15 -0.20 -0.04
O 13.564536 -1.597346 19.223996 0.30 0.04 -0.06
C 11.319940 -2.965014 18.798082 -0.30 0.57 0.37
H 11.794016 -0.659015 17.242821 -0.03 -0.14 0.06
H 11.913968 0.613272 18.433084 -0.30 0.11 0.16
H 10.363866 -0.351074 18.268345 -0.02 0.21 0.09
H 11.682064 -3.175009 17.794970 0.07 0.00 -0.02
H 10.248257 -2.724999 18.810325 -0.08 -0.43 -0.16
H 11.548749 -3.773955 19.488029 0.01 -0.10 -0.07
C 11.399283 -1.445659 12.910696 0.40 -0.75 -0.14
S 9.896728 -1.701613 13.867353 0.17 0.61 0.62
O 9.028076 -2.600068 13.097782 -0.15 -0.37 -0.46
C 10.702414 -2.660681 15.153886 0.86 0.84 0.22
H 12.108079 -0.792999 13.417112 -0.19 0.23 0.01
H 11.118444 -1.081409 11.928157 -0.02 0.23 0.04
H 11.878482 -2.421666 12.780026 -0.07 0.04 -0.08
H 10.015916 -2.798389 15.981915 -0.22 -0.58 -0.18
H 11.516085 -2.053049 15.569595 -0.12 0.19 -0.18
H 11.205319 -3.519829 14.717253 -0.53 -0.38 0.12
C 8.029787 1.262193 13.048964 0.13 -0.73 0.39
S 7.494829 1.208895 11.340840 -0.13 0.15 0.10
O 8.049924 2.420110 10.672775 0.23 0.04 -0.18
C 8.467682 -0.203877 10.800207 -0.54 0.19 0.03
H 7.983938 2.297375 13.370462 -0.19 0.04 0.03
H 9.031603 0.856613 13.218222 0.03 0.30 -0.33
H 7.356544 0.614522 13.620623 -0.13 0.25 0.10
H 8.153928 -0.333503 9.765887 0.27 -0.18 -0.06
H 8.185258 -1.072302 11.396523 0.09 -0.05 -0.01
H 9.525989 0.027389 10.884169 0.05 0.06 -0.07
O 0.900618 1.112778 19.464801 -0.04 0.18 0.05
C 1.777781 0.598517 20.091601 0.13 -0.44 -0.03
O 1.699335 -0.701724 20.491816 -0.13 0.26 0.29
C 2.806472 -1.036601 21.338040 0.28 -0.02 0.05
C 3.901631 -0.020006 21.022639 -0.18 -0.28 -0.35
C 3.086709 1.184229 20.574505 0.17 0.64 0.27
H 3.093670 -2.055228 21.092874 0.14 0.03 0.00
H 2.526895 -0.980587 22.398083 -0.33 0.00 -0.13
H 4.470540 -0.408133 20.176559 0.15 0.06 0.09
H 4.554518 0.131886 21.878962 0.03 0.19 -0.04
H 3.550188 1.807127 19.811150 -0.03 -0.27 -0.23
H 2.870673 1.895040 21.381755 -0.15 -0.24 0.10
O 5.290933 -5.152647 15.874082 0.19 -0.31 -0.01
C 4.139078 -5.461527 15.852422 -0.19 0.41 0.18
O 3.673638 -6.522374 15.149329 -0.09 0.07 -0.09
C 2.235731 -6.597119 15.179259 0.43 0.11 0.25
C 1.744755 -5.502627 16.143601 -0.47 0.10 -0.10
C 3.011899 -4.764950 16.593642 -0.38 -0.68 -0.43
H 1.992843 -7.600127 15.523005 -0.15 -0.03 -0.11
H 1.877928 -6.438035 14.164223 -0.03 -0.13 -0.04
H 1.140183 -5.938049 16.940868 0.34 -0.03 0.20
H 1.058374 -4.826697 15.631888 0.15 0.05 -0.10
H 3.227707 -4.880580 17.653476 -0.01 0.30 0.05
H 2.982614 -3.718846 16.304216 0.19 0.15 0.28
```
Forces are in eV/Å.

## Properties
LUMO energy, Eh: 0.037
Frontier orbital gap, eV: 5.4
Net charge: -1
F_max, hartree/bohr: 0.0237
Energy, eV: -137155.61686


# 2
DFT (ωB97M-V/def2-TZVPD) results for a 9-piece molecular cluster, C28H56O26S overall at a distorted geometry.

XYZ file:
```
111
Properties=species:S:1:pos:R:3:forces:R:3
C 15.987550 16.966171 10.913201 -0.12 -0.75 -1.19
C 16.255816 17.656497 9.499146 -0.55 -0.20 0.65
C 15.115214 18.598463 9.217382 0.86 2.42 -1.43
S 13.709108 17.819224 9.745228 -1.24 -1.49 2.22
O 13.413445 16.652337 8.970035 0.22 -0.63 -0.84
O 12.641799 18.723551 10.011233 -0.46 0.98 0.07
C 14.478772 17.191742 11.260338 1.65 1.81 1.20
H 16.635763 17.376817 11.701522 -0.32 -0.05 -0.46
H 16.227301 15.873070 10.786952 -0.31 1.03 0.32
H 16.169840 16.949663 8.694169 0.69 -0.72 -0.16
H 17.181198 18.211449 9.478484 0.38 -0.15 -0.10
H 14.967083 18.981730 8.155995 0.34 -0.74 1.20
H 15.196561 19.475658 9.863404 -0.12 0.10 -0.01
H 13.983825 16.323473 11.583294 -0.68 -1.32 0.01
H 14.449720 17.899807 12.155250 -0.31 -0.40 -1.55
C 10.691625 9.934174 9.993898 -0.07 -0.10 0.43
O 11.799974 9.123884 9.632874 1.59 -0.45 0.18
C 12.708661 8.986387 10.624553 -0.24 -0.35 0.26
O 12.605062 9.541341 11.694929 0.37 -0.29 -0.42
O 13.699579 8.111800 10.295380 -1.50 1.35 -0.26
C 14.543921 7.809941 11.409173 -1.24 -0.31 0.67
H 10.310883 10.368375 9.108046 -0.35 0.22 -1.10
H 10.986188 10.750305 10.644700 -0.06 -0.19 0.32
H 9.940814 9.275304 10.420021 -0.15 0.24 0.35
H 14.819772 8.707568 11.947879 0.08 0.09 0.07
H 15.386535 7.345707 10.968381 0.84 -0.59 -0.16
H 13.964315 7.123097 12.073708 0.76 0.47 -0.33
C 9.161421 17.497411 10.000796 1.71 0.82 -0.71
O 9.445049 16.243330 9.381722 -0.59 -0.42 0.54
C 9.984667 16.243251 8.177578 0.94 4.48 -0.94
O 10.276541 17.285929 7.540034 -0.84 -2.84 1.35
O 10.196016 15.020222 7.813244 1.06 -1.76 -1.53
C 11.058289 14.879792 6.592322 -0.69 1.16 1.24
H 8.653333 17.320501 10.895705 -1.03 -0.77 1.24
H 8.559591 18.133017 9.365961 0.07 0.14 -0.27
H 10.105594 17.989336 10.314984 -0.43 -0.14 -0.65
H 10.492037 15.410096 5.771052 1.21 -0.74 0.72
H 11.212495 13.815315 6.478515 -0.50 -0.16 -0.28
H 12.049586 15.290294 6.890104 -0.81 0.25 -0.68
C 17.391265 19.011839 14.369959 -1.83 0.65 1.10
O 16.618878 19.267925 13.197897 0.06 -0.65 0.11
C 16.106923 20.472793 13.134945 -2.28 -0.58 -2.91
O 16.459126 21.425463 13.725735 0.50 1.80 0.96
O 15.113824 20.439706 12.150577 1.09 -0.22 1.24
C 14.431855 21.679307 11.843372 1.79 0.49 1.05
H 17.934147 19.869587 14.713810 0.72 0.31 -0.34
H 17.914040 18.139306 14.178528 1.55 -1.34 -0.46
H 16.712517 18.755489 15.190455 -0.12 0.01 -0.20
H 13.753438 21.402769 11.042936 -0.29 0.29 0.24
H 15.225028 22.393265 11.506014 -0.86 -0.35 -0.01
H 14.009095 22.110436 12.786726 -0.13 -0.50 -1.01
C 15.956326 18.752067 18.108284 -1.14 -0.96 -0.19
O 15.110492 18.944396 16.942094 0.02 -2.13 0.59
C 14.837708 20.044613 16.336970 -0.42 1.17 -0.71
O 14.333111 20.078129 15.222559 0.44 0.04 1.23
O 15.163616 21.090892 17.098591 -0.01 -0.13 -0.21
C 15.053185 22.317957 16.393525 -0.67 1.36 0.29
H 15.806599 19.440511 18.936513 -0.35 0.16 -0.27
H 16.970860 18.786906 17.776210 0.72 -0.04 -0.11
H 15.659847 17.713744 18.376926 0.62 0.83 0.20
H 14.001344 22.402626 15.994268 1.09 0.36 0.63
H 15.723093 22.266839 15.551460 0.16 0.32 -0.24
H 15.376139 23.131545 17.114750 -0.72 -0.98 -0.95
C 16.459922 12.760466 14.772925 -0.39 0.36 -1.20
O 15.719415 13.235168 13.575740 0.57 -0.49 1.46
C 15.889857 12.514223 12.496173 -1.36 -0.72 -1.23
O 16.482263 11.471179 12.357198 0.18 0.62 0.13
O 15.128675 13.088979 11.518751 0.85 0.74 2.42
C 15.232720 12.500015 10.279646 -0.84 -0.87 -1.37
H 15.782415 12.666480 15.607748 -0.34 -0.19 -0.04
H 17.117458 13.570691 14.946535 0.84 0.66 0.56
H 17.020570 11.858506 14.547916 -0.26 -0.07 0.00
H 16.271253 12.365807 9.993003 0.05 0.17 -0.33
H 14.648337 13.171610 9.630351 0.53 -0.44 -0.13
H 14.759443 11.505783 10.311571 0.12 0.21 -0.23
C 15.343892 16.302581 14.434589 -1.34 -0.25 2.06
O 16.010493 16.079620 15.713497 -0.39 -0.25 0.30
C 15.282910 15.632433 16.781072 0.90 1.37 -0.92
O 15.842009 15.244654 17.758466 0.32 -0.73 0.85
O 13.995079 15.851205 16.655472 0.25 -0.21 -1.58
C 13.080912 15.473370 17.652713 -1.00 -1.39 -0.73
H 14.829483 15.373604 14.246993 -0.55 0.11 -0.57
H 16.094440 16.445274 13.720449 1.20 0.28 -0.90
H 14.668410 17.173229 14.503606 0.29 -0.48 -0.08
H 12.691363 14.417834 17.540432 0.62 0.98 -0.28
H 12.276910 16.149532 17.399855 -0.46 0.08 0.88
H 13.524128 15.516014 18.617837 0.16 0.55 0.90
C 8.995089 14.914731 14.682393 0.12 -2.19 1.58
O 8.128118 14.059877 13.889954 0.42 0.18 -0.20
C 6.895623 14.518545 13.820484 -2.77 -0.01 -0.56
O 6.417195 15.533271 14.272243 1.29 -0.52 0.01
O 6.011536 13.683062 13.169127 0.35 1.88 0.74
C 6.436166 12.575640 12.464209 2.25 -0.88 0.02
H 9.088697 15.864919 14.244743 0.23 1.15 -0.66
H 9.980456 14.375704 14.799915 -1.21 0.73 -0.34
H 8.473757 14.996578 15.655187 0.63 0.24 -0.33
H 5.586467 12.057674 12.124516 -1.25 -0.57 -0.26
H 6.987095 11.925603 13.174784 0.02 0.04 -0.81
H 7.031018 12.820703 11.553414 -0.08 -0.03 0.78
C 11.756607 14.144260 11.778748 -2.40 0.11 -0.30
O 11.425055 15.539081 11.793934 0.46 -0.08 -0.35
C 11.715929 16.253476 12.866512 0.05 -1.81 1.77
O 11.984286 15.786688 13.974464 0.01 0.72 -1.30
O 11.606734 17.503793 12.540043 0.86 2.09 0.47
C 11.996025 18.485987 13.550998 -1.83 -0.35 0.81
H 10.936200 13.591189 12.257451 0.15 0.05 -0.15
H 12.639631 13.877805 12.271136 1.56 0.07 0.65
H 11.765995 13.918842 10.723787 0.19 -0.28 -0.21
H 12.149875 19.459158 13.112228 0.04 -0.12 -0.55
H 12.783986 18.237031 14.227100 1.12 -0.68 -0.40
H 11.172311 18.532346 14.273483 -0.26 0.31 -0.35
```
Forces are in eV/Å.

## Properties
LUMO energy, Eh: 0.015
Frontier orbital gap, eV: 10.3
SMILES string: O=S1(=O)CCCC1.COC(=O)OC.COC(=O)OC.COC(=O)OC.COC(=O)OC.COC(=O)OC.COC(=O)OC.COC(=O)OC.COC(=O)OC
F_max, hartree/bohr: 0.0909
Energy, eV: -94011.84309


What is the formula in the first record? C28H56O15RbS7


The highest LUMO energy belongs to which entry? C28H56O15RbS7